2 unconnected molecules or ions with the total composition CH7OP3. Source: OMol25; level of theory: the ωB97M-V functional and the def2-TZVPD basis.

Summary:
total charge = 0
orbital gap (spin up / spin down) = 0.2725 / 0.2861 Eh
relative energy (zero: lowest compared OMol25 entry of this formula, charge and spin) = 249.1 kJ/mol
DFT total energy = -1141.440889 a.u.
HOMO level (spin up / spin down) = -0.3311 / -0.2959 Ha

```
12
Properties=species:S:1:pos:R:3:lowdin_charge:R:1
C 2.40004 -0.27214 0.58067 0.06
O -1.21549 0.07378 1.70342 -0.56
P -1.53904 -1.71775 -0.64240 0.51
P -1.98866 1.66140 -0.84388 0.50
P -0.78064 0.13704 0.31876 0.17
H 2.45830 -0.80835 -0.31505 -0.04
H 2.62411 0.81780 0.66141 0.01
H 2.35986 -0.78743 1.45387 -0.05
H -1.06338 -2.64639 0.23417 -0.19
H -0.29627 -1.75096 -1.57010 -0.10
H -1.97529 2.74523 0.02348 -0.19
H -0.98354 2.54774 -1.60434 -0.11
```


A molecular structure, C47H52Br2I2KN5O2P3S2. Source: OMol25; level of theory: the ωB97M-V functional and the def2-TZVPD basis.

Summary:
total charge = -2
orbital gap (spin up / spin down) = 0.1918 / 0.1983 Eh
DFT total energy = -10410.449982 a.u.
2S+1 = 2
HOMO level (spin up / spin down) = -0.0811 / -0.0875 Ha
⟨S²⟩ = 0.79

```
116
Properties=species:S:1:pos:R:3:lowdin_charge:R:1
K -0.17774 -0.78117 -0.66066 0.41
C 0.70938 -2.98178 2.43944 -0.26
P 1.63104 -1.58075 1.63355 1.00
C 3.33797 -2.19040 1.43537 -0.40
C 3.48447 -3.32877 0.47480 -0.65
C 4.87111 -3.78401 0.26146 -0.14
C 5.93367 -3.06539 0.70160 -0.12
C 5.74404 -1.89418 1.46462 -0.09
C 4.45121 -1.50394 1.83636 -0.12
C 1.82498 -0.41155 3.04288 -0.34
C 2.15192 -0.80255 4.33799 -0.09
C 2.33469 0.13335 5.34092 -0.10
C 2.20081 1.48671 5.05948 -0.11
C 1.87217 1.88775 3.77553 -0.11
C 1.67553 0.94441 2.77752 -0.10
C -0.71067 -2.47523 2.57248 -0.43
C -1.76996 -2.79371 3.40934 -0.09
C -2.84510 -1.95015 3.01347 -0.10
C -2.34821 -1.18190 1.97301 -0.45
C -3.00894 -0.14447 1.10321 -0.31
P -2.04311 1.44289 1.21499 1.10
C -2.71189 2.12496 2.79214 -0.34
C -1.80341 2.79791 3.60351 -0.09
C -2.19616 3.36119 4.80930 -0.09
C -3.51187 3.25135 5.22587 -0.11
C -4.42712 2.57047 4.43442 -0.10
C -4.02802 2.01234 3.23270 -0.09
C -2.90648 2.53133 -0.00727 -0.35
C -2.09269 3.33667 -0.79640 -0.11
C -2.64158 4.22311 -1.71248 -0.09
C -4.01558 4.31152 -1.85341 -0.11
C -4.83912 3.50230 -1.08089 -0.11
C -4.28695 2.62126 -0.17077 -0.09
N -1.05995 -1.49662 1.71247 -0.08
H 1.14533 -3.29800 3.39293 0.07
H 0.76366 -3.83507 1.75221 0.07
H 2.82278 -4.16460 0.72494 0.05
H 5.00241 -4.68263 -0.32939 0.09
H 6.93905 -3.39130 0.46273 0.09
H 6.59347 -1.31136 1.78533 0.09
H 4.33301 -0.61367 2.44689 0.10
H 2.27432 -1.85264 4.56753 0.10
H 2.58328 -0.19262 6.34194 0.09
H 2.34972 2.22106 5.83970 0.09
H 1.76601 2.93687 3.54085 0.10
H 1.40173 1.27444 1.78134 0.04
H -1.77261 -3.52826 4.19700 0.07
H -3.83591 -1.90360 3.43792 0.07
H -4.06022 -0.01401 1.37955 0.07
H -2.98321 -0.44666 0.04895 0.03
H -0.76863 2.86143 3.29013 0.08
H -1.46737 3.86775 5.42645 0.10
H -3.82225 3.67816 6.17082 0.09
H -5.45355 2.46488 4.76119 0.09
H -4.75791 1.47597 2.64101 0.08
H -1.01753 3.25285 -0.69737 0.02
H -1.98787 4.83282 -2.31845 0.10
H -4.44960 4.99485 -2.57079 0.09
H -5.91322 3.55480 -1.19790 0.09
H -4.94119 1.99401 0.41960 0.09
Br 0.89901 3.28532 -6.22759 0.72
C 0.29761 2.07128 -4.90072 -0.66
C 1.20098 1.32785 -4.18063 -0.10
C 0.67324 0.47785 -3.20731 -0.22
N -0.61815 0.34143 -2.97484 0.02
C -1.47076 1.05766 -3.69098 -0.21
C -1.06781 1.95501 -4.66818 -0.06
C -2.90594 0.75825 -3.39159 -0.18
C -3.95735 1.49368 -3.94284 -0.07
C -5.23886 1.08009 -3.65946 -0.68
Br -6.70307 2.05811 -4.35863 0.73
C -5.46309 -0.02184 -2.84752 -0.10
C -4.34467 -0.66223 -2.33688 -0.13
N -3.10373 -0.29238 -2.59677 0.14
H 2.26841 1.42040 -4.28664 0.11
H 1.35543 -0.14152 -2.63127 0.06
H -1.76001 2.52686 -5.25828 0.09
H -3.79565 2.36470 -4.55447 0.10
H -6.45649 -0.36114 -2.60799 0.10
H -4.45972 -1.51541 -1.68320 0.11
N -0.58676 -2.66998 -3.41964 0.00
C -1.28756 -3.87771 -3.81034 -0.32
C -2.52702 -4.09352 -2.96513 -0.21
C -2.29141 -4.41779 -1.49902 -0.28
N -2.01381 -3.22718 -0.71514 0.01
H -1.20758 -1.86754 -3.41804 0.02
H 0.18739 -2.48216 -4.04461 0.06
H -0.61688 -4.72772 -3.68506 0.02
H -1.59859 -3.86865 -4.87116 0.10
H -3.07855 -4.92516 -3.41127 0.10
H -3.17871 -3.20998 -3.04340 0.09
H -1.43249 -5.08769 -1.41828 0.07
H -3.16525 -4.97674 -1.11699 0.10
H -1.77851 -3.45536 0.24195 0.06
H -2.82530 -2.62348 -0.66256 0.04
C 6.31338 0.78250 -1.70838 -0.09
C 4.98188 0.18044 -2.11606 -0.35
O 3.92228 1.12448 -2.01341 -0.43
P 3.00710 0.95197 -0.60057 0.45
S 1.54145 2.33381 -0.87308 0.19
S 2.77992 -2.82116 -1.23064 0.23
O 4.05752 1.59327 0.52015 -0.44
C 4.34300 2.97390 0.62740 -0.37
C 5.16362 3.17821 1.88649 -0.08
H 7.12198 0.08361 -1.92430 0.07
H 6.32033 1.00424 -0.64499 0.06
H 6.49686 1.70601 -2.25786 0.07
H 4.75744 -0.70277 -1.50716 0.06
H 5.01450 -0.15026 -3.16281 0.11
H 3.40386 3.53999 0.65996 0.06
H 4.89343 3.30929 -0.26513 0.11
H 4.61121 2.82278 2.75740 0.06
H 5.39293 4.23423 2.02770 0.06
H 6.10085 2.62613 1.83296 0.06
I 1.80586 -4.96636 -1.94648 0.33
I 0.48014 -7.86604 -2.90839 -0.58
```


A molecular structure, F12N6Na2O24S12. Source: OMol25; level of theory: the ωB97M-V functional and the def2-TZVPD basis.

Summary:
total charge = -4
orbital gap = 0.1495 Eh
relative energy (zero: lowest compared OMol25 entry of this formula, charge and spin) = 1167.7 kJ/mol
DFT total energy = -8435.192824 a.u.
HOMO level = -0.0414 Ha

```
56
Properties=species:S:1:pos:R:3:lowdin_charge:R:1
Na -2.10992 5.36176 0.88339 0.89
Na -1.08572 1.61118 0.29873 0.82
N -0.85987 -3.61097 -3.81452 -0.26
S -1.74004 -2.12796 -3.81482 0.57
O -1.33685 -1.19020 -2.76809 -0.31
O -3.08621 -2.08454 -4.30109 -0.30
F -0.98550 -1.56161 -5.12973 -0.23
S -1.83566 -4.32242 -2.87380 0.42
O -3.13735 -4.64166 -3.45506 -0.34
O -1.67662 -4.17758 -1.43376 -0.29
F -1.19704 -5.78466 -3.09616 -0.25
N 4.19677 0.14747 -3.47746 -0.24
S 4.39817 1.06307 -2.09080 0.55
O 4.69638 2.45220 -2.38070 -0.32
O 5.03190 0.44647 -0.92425 -0.28
F 2.87477 1.08698 -1.60557 -0.20
S 5.66027 0.01457 -3.70337 0.36
O 6.18552 -1.30066 -3.39572 -0.31
O 6.47526 1.24355 -3.77827 -0.34
F 5.60097 -0.19968 -5.22944 -0.22
N 2.90330 -3.61888 2.57104 -0.28
S 3.72225 -3.45780 1.18054 0.52
O 5.14421 -3.20224 1.36195 -0.31
O 3.03393 -2.75564 0.10629 -0.27
F 3.73112 -4.99362 0.75554 -0.21
S 2.65347 -2.18642 2.73768 0.49
O 1.39504 -1.57543 2.13376 -0.34
O 3.81198 -1.34793 3.18276 -0.32
F 1.95006 -2.48935 4.19435 -0.27
N -4.62913 -3.34735 3.79938 -0.26
S -4.15055 -2.31582 4.98643 0.59
O -5.06240 -1.23015 5.49360 -0.33
O -2.68741 -2.27583 5.16857 -0.28
F -4.62348 -3.31346 6.11839 -0.24
S -4.76953 -2.28474 2.82855 0.43
O -3.50637 -1.52006 2.42419 -0.33
O -6.04608 -1.53521 3.00626 -0.36
F -5.07782 -3.20909 1.55629 -0.20
N 0.22691 3.49020 2.76778 -0.31
S 1.61048 3.94518 3.00779 0.38
O 2.63960 2.95655 2.82816 -0.22
O 1.74250 5.05548 3.95874 -0.31
F 1.62030 4.79568 1.65152 -0.24
S -0.02944 3.01276 4.38748 0.62
O -0.43461 3.99328 5.41007 -0.31
O 0.83298 1.88734 4.88561 -0.26
F -1.37245 2.20390 4.09366 -0.20
N -2.11412 3.46342 -2.32752 -0.30
S -3.39654 3.31264 -3.17355 0.44
O -3.38526 2.75785 -4.50105 -0.26
O -4.49269 4.28563 -2.89212 -0.35
F -3.91131 1.99451 -2.42506 -0.21
S -1.18846 4.04271 -3.61944 0.50
O -1.69215 5.07455 -4.49166 -0.29
O -0.34567 3.04679 -4.23859 -0.24
F -0.17188 4.91524 -2.83690 -0.19
```


A molecular structure, C33H31N5O6SSeY. Source: OMol25; level of theory: the ωB97M-V functional and the def2-TZVPD basis.

Summary:
total charge = -1
orbital gap = 0.2390 Eh
relative energy (zero: lowest compared OMol25 entry of this formula, charge and spin) = 21.0 kJ/mol
DFT total energy = -4839.631406 a.u.
HOMO level = -0.1535 Ha

```
78
Properties=species:S:1:pos:R:3:lowdin_charge:R:1
Y -0.36669 0.44949 -0.21077 1.36
C -1.09338 3.50652 3.20335 -0.03
C -1.33018 2.23180 2.41239 -0.47
O -0.78214 2.18220 1.26324 -0.24
C -2.10208 1.23724 2.98170 -0.05
C -2.52335 0.03580 2.34224 -0.33
C -3.45558 -0.86982 3.10191 -0.05
N -2.16375 -0.27543 1.12761 -0.06
N -2.73350 -1.45197 0.62322 0.07
C -2.49009 -1.56834 -0.64684 -0.47
O -1.84527 -0.70683 -1.37181 -0.21
C -2.95272 -2.81472 -1.32620 -0.14
C -3.65809 -3.80137 -0.63906 -0.03
C -4.03998 -4.96588 -1.28461 -0.10
C -3.71930 -5.16128 -2.62371 -0.11
C -3.01441 -4.18293 -3.30969 -0.09
C -2.63116 -3.01445 -2.66476 -0.03
H -0.53155 4.20733 2.58873 0.07
H -0.52777 3.29469 4.11370 0.07
H -2.03735 3.96560 3.50017 0.07
H -2.49034 1.41901 3.97563 0.09
H -3.58105 -0.52015 4.12539 0.06
H -3.06390 -1.88652 3.09577 0.07
H -4.42773 -0.90745 2.60844 0.08
H -3.88764 -3.63723 0.40507 0.10
H -4.58581 -5.72842 -0.74175 0.09
H -4.01518 -6.07422 -3.12693 0.09
H -2.75549 -4.33086 -4.35152 0.10
H -2.05910 -2.25170 -3.17530 0.11
C 2.35074 -0.01808 3.62761 0.02
C 2.03745 0.73202 2.36896 -0.48
O 1.17435 0.34335 1.59437 -0.07
N 2.74479 1.84309 2.08539 0.10
C 2.53857 2.52542 0.80927 -0.10
C 3.06098 1.72036 -0.35942 -0.25
C 4.42267 1.67402 -0.62556 -0.03
C 4.87375 0.93550 -1.70623 -0.06
C 3.94517 0.27646 -2.49011 -0.04
C 2.60445 0.37123 -2.15374 -0.12
N 2.16490 1.07618 -1.10852 0.07
H 1.42857 -0.46239 3.99500 0.10
H 2.80606 0.61333 4.39017 0.08
H 3.02434 -0.83441 3.36079 0.08
H 3.52031 2.09185 2.67268 0.14
H 3.04908 3.48682 0.86001 0.13
H 1.47352 2.71993 0.67388 0.08
H 5.11380 2.21572 0.00899 0.11
H 5.93132 0.88230 -1.93362 0.10
H 4.23751 -0.30614 -3.35252 0.11
H 1.85386 -0.14566 -2.73805 0.09
O 0.57366 -2.01464 -2.64646 0.04
C 0.76583 -2.45377 -1.52394 -0.52
N 0.92656 -1.69480 -0.40192 -0.13
S 1.32355 -2.58179 0.90040 0.62
O 0.32827 -2.50436 1.93776 -0.30
O 2.69244 -2.34662 1.30460 -0.31
C 1.21045 -4.15513 0.08794 -0.21
C 1.37564 -5.42765 0.59614 -0.04
C 1.18978 -6.49008 -0.27967 -0.08
C 0.85350 -6.26764 -1.61420 -0.07
C 0.70220 -4.97850 -2.10570 0.00
C 0.88817 -3.92373 -1.23040 -0.13
H 1.62577 -5.58864 1.63637 0.12
H 1.29863 -7.50580 0.07942 0.10
H 0.70154 -7.11533 -2.27056 0.10
H 0.43086 -4.78135 -3.13450 0.12
Se -0.64225 2.85222 -1.78938 0.56
C 0.26374 2.24737 -3.36135 -0.71
C 1.38332 2.92419 -3.85211 -0.17
C 2.06531 2.46528 -4.96934 -0.12
C 1.65102 1.30942 -5.62102 -0.12
C 0.53860 0.62814 -5.14405 -0.11
C -0.15259 1.09530 -4.03437 -0.16
H 1.72260 3.81491 -3.33643 0.09
H 2.93439 3.00784 -5.32506 0.09
H 2.18911 0.94376 -6.48736 0.09
H 0.20771 -0.28174 -5.63073 0.10
H -1.00804 0.54693 -3.65667 0.09
```


What is the formula in the fourth record?
C33H31N5O6SSeY


Which formula does entry 4 have?
C33H31N5O6SSeY